No. 1
One molecule with the formula C3H5N3O in a non-equilibrium geometry. Source: OMol25; level of theory: ωB97M-V with the def2-TZVPD basis set.

CARTESIAN COORDINATES (ANGSTROEM)
O: 2.33 -0.41 0.03
N: 1.50 0.76 -0.03
C: 0.28 0.36 -0.02
C: -0.95 1.19 0.01
C: -2.00 0.11 0.02
N: -1.52 -1.08 0.01
N: -0.14 -0.93 -0.06
H: 3.22 0.00 0.07
H: -1.03 1.83 0.91
H: -1.03 1.85 -0.88
H: -3.08 0.26 0.07
H: 0.42 -1.77 0.11

## Properties
Kohn-Sham gap   9.317 eV
Electronic energy   -356.73866 Eh
Charge   0
ΔE to the lowest compared entry with this formula, charge and spin   74.5 kcal/mol
SMILES string   O/N=C1/CC=NN1

No. 2
C3H5N3O as an isolated structure in a non-equilibrium geometry. Source: OMol25; level of theory: ωB97M-V with the def2-TZVPD basis set.

CARTESIAN COORDINATES (ANGSTROEM)
C: -0.31 0.62 -0.24
C: 0.90 1.30 -0.30
C: 1.22 -0.98 0.26
H: -2.53 0.90 -0.69
H: -1.69 2.00 0.97
H: 1.16 2.40 -0.22
H: 1.69 -2.00 0.26
H: -1.81 -0.71 0.54
N: -1.57 0.99 0.31
N: 1.86 0.23 0.15
N: -0.07 -0.71 -0.18
O: -1.16 -1.48 -0.14

## Properties
Kohn-Sham gap   8.560 eV
Electronic energy   -356.59900 Eh
Charge   0
ΔE to the lowest compared entry with this formula, charge and spin   162.1 kcal/mol

No. 3
One molecule with the formula C3H5N3O in a non-equilibrium geometry. Source: OMol25; level of theory: ωB97M-V with the def2-TZVPD basis set.

CARTESIAN COORDINATES (ANGSTROEM)
N: 1.77 1.12 0.04
C: 0.66 0.36 -0.07
N: 0.47 -0.48 -1.05
C: -0.75 -1.23 -0.67
C: -1.19 -0.52 0.59
O: -2.13 -0.79 1.31
N: -0.42 0.67 0.67
H: 1.64 2.09 0.30
H: 2.41 1.01 -0.74
H: -0.51 -2.27 -0.44
H: -1.51 -1.17 -1.45
H: -0.44 1.23 1.51

## Properties
Kohn-Sham gap   9.686 eV
Electronic energy   -356.83610 Eh
Charge   0
ΔE to the lowest compared entry with this formula, charge and spin   13.4 kcal/mol
SMILES string   NC1=NCC(=O)N1

No. 4
One molecule with the formula C3H5N3O in a non-equilibrium geometry. Source: OMol25; level of theory: ωB97M-V with the def2-TZVPD basis set.

CARTESIAN COORDINATES (ANGSTROEM)
C: 0.02 -0.66 0.08
C: -1.42 -0.64 0.15
C: 2.04 0.81 -0.06
N: -1.53 1.60 0.49
N: -2.05 -1.70 0.00
N: 0.73 0.34 0.41
O: -2.07 0.61 0.03
H: 0.18 -1.49 -0.63
H: 2.83 0.03 -0.34
H: 2.44 1.34 0.77
H: 1.85 1.43 -0.85
H: -3.02 -1.68 -0.04

## Properties
Kohn-Sham gap (spin up / spin down)   8.064 / 8.074 eV
Electronic energy   -356.59121 Eh
Charge   0
ΔE to the lowest compared entry with this formula, charge and spin   167.0 kcal/mol